Entry 1:
ORCA calculation (ωB97M-V/def2-TZVPD) on an isolated molecule of C6H9NO at a distorted geometry.

Results
ΔE to the lowest compared entry with this formula, charge and spin: 9.2801 eV
2S+1: 1
orbital gap: 9.430 eV
LUMO energy: 0.0373 Eh
total energy: -363.6832 Eh
structure (SMILES): C1O[C@@H]2CN[C@H]3[C@@H]1[C@H]32

```
17
C6H9NO (ωB97M-V/def2-TZVPD)
C 1.8958 -0.3507 -0.1307
O 1.6679 0.6062 0.7227
C 0.2540 0.7332 0.4699
C -1.1398 1.4783 0.3282
N -1.5078 0.4922 -0.5857
C -0.9377 -0.8920 -0.4968
C 0.6133 -1.1078 -0.6508
C -0.1226 -0.7341 0.7200
H 2.3143 0.4732 -0.7565
H 2.6622 -1.1713 0.3217
H 0.2417 1.0133 -0.6348
H -0.9761 2.4790 0.1143
H -1.6640 1.5159 1.2821
H -2.4664 0.5672 -0.6537
H -1.6659 -1.6151 -0.7773
H 0.9808 -2.1479 -1.0191
H -0.1495 -1.3397 1.7464
```



Entry 2:
ORCA calculation (ωB97M-V/def2-TZVPD) on a 2-piece molecular cluster, C6H12O overall at a distorted geometry.

Results
ΔE to the lowest compared entry with this formula, charge and spin: 1.9286 eV
2S+1: 2
total charge: -1
orbital gap (spin up / spin down): 4.221 / 6.683 eV
LUMO energy (spin up / spin down): 0.1527 / 0.1466 Eh
expectation value of S²: 0.7731
total energy: -310.9327 Eh

```
19
C6H12O (ωB97M-V/def2-TZVPD)
C 1.2601 -0.9862 0.5319
C 0.6835 0.3880 0.6475
C -0.6909 0.4922 0.6447
C -1.5266 -0.6183 0.4575
C -2.8691 -0.4872 0.6085
C 1.6376 1.4597 0.2397
H 1.0065 -1.4857 -0.4339
H 0.6802 -1.6542 1.2326
H 2.4418 -1.1642 0.5823
H -1.1319 1.5414 0.5821
H -1.0360 -1.5169 0.6723
H -3.0819 0.5906 0.5437
H -3.7176 -1.0792 0.8892
H 2.5226 1.1469 -0.4467
H 2.2136 1.8176 1.0602
H 0.9122 2.2053 -0.2660
H 0.8756 0.0941 -2.3193
H -0.5026 -0.4135 -2.2915
O 0.3229 -0.3304 -2.9348
```



Entry 3:
ORCA calculation (ωB97M-V/def2-TZVPD) on C16H20N3O2PdSbSe4 as an isolated structure at a distorted geometry.

Results
ΔE to the lowest compared entry with this formula, charge and spin: 0.3458 eV
2S+1: 1
total charge: -2
orbital gap: 4.189 eV
LUMO energy: 0.1266 Eh
total energy: -10910.2823 Eh

```
47
C16H20N3O2PdSbSe4 (ωB97M-V/def2-TZVPD)
Pd -0.0169 0.1613 -0.2630
C -1.8350 3.2392 3.8042
C -0.9131 2.4394 4.4731
C -0.3015 1.3850 3.8190
C -0.6165 1.1550 2.4866
C -1.5303 1.9427 1.8025
C -2.1449 2.9886 2.4781
N -0.0204 0.0680 1.7461
N 0.4819 -0.8148 2.4591
C 1.0431 -1.9602 1.8095
C 1.1951 -3.0673 2.6371
C 1.6756 -4.2313 2.0635
C 1.9943 -4.2328 0.7134
C 1.8361 -3.0600 -0.0118
N 1.3780 -1.9403 0.5306
H -2.3178 4.0553 4.3286
H -0.6748 2.6372 5.5112
H 0.4095 0.7461 4.3214
H -1.7662 1.6890 0.7761
H -2.8787 3.5922 1.9606
H 0.9054 -3.0073 3.6757
H 1.7826 -5.1297 2.6581
H 2.3452 -5.1288 0.2194
H 2.0570 -3.0220 -1.0722
C 1.1365 1.6788 -3.8535
C -0.2075 1.2338 -4.4330
C -0.8627 0.5155 -3.2594
O 0.2428 0.0642 -2.4272
C 1.4905 0.4937 -2.9744
H 1.0148 2.5603 -3.2210
H 1.8942 1.8783 -4.6136
H -0.0568 0.5515 -5.2733
H -0.8227 2.0646 -4.7775
H -1.4761 -0.3473 -3.5173
H -1.4781 1.1802 -2.6548
H 1.9077 -0.3280 -3.5731
H 2.1534 0.7383 -2.1509
Se -3.4969 -4.7398 -1.6239
Sb -4.0980 -2.3854 -1.6211
Se -4.1297 -1.2346 -3.7754
Se -5.7567 -1.7081 0.0089
Se -1.9093 -1.2470 -0.4901
C 2.4893 1.7063 0.2718
O 1.2820 1.8364 -0.3776
H 2.4137 1.8630 1.3681
H 3.2473 2.4226 -0.1001
H 2.9349 0.6981 0.1412
```



Entry 4:
ORCA calculation (ωB97M-V/def2-TZVPD) on C28H38N5Si2TeV as an isolated structure at a distorted geometry.

Results
ΔE to the lowest compared entry with this formula, charge and spin: 0.0000 eV
2S+1: 3
total charge: +2
orbital gap (spin up / spin down): 6.723 / 6.844 eV
LUMO energy (spin up / spin down): -0.2680 / -0.2630 Eh
expectation value of S²: 2.0185
total energy: -3154.1111 Eh

```
75
C28H38N5Si2TeV (ωB97M-V/def2-TZVPD)
V 0.3892 -0.1095 -0.3150
N -4.3575 -8.6386 -2.2170
C -3.9217 -7.5974 -2.0040
C -3.3626 -6.2929 -1.7348
C -2.1159 -5.9560 -2.2562
C -1.5768 -4.7098 -1.9911
C -2.2658 -3.8018 -1.1852
C -3.5168 -4.1428 -0.6752
C -4.0687 -5.3795 -0.9566
C -1.6381 -2.4966 -0.8692
C -1.3335 -1.6523 -1.9548
C -1.7283 -1.8065 -3.2900
C -1.3384 -0.6654 -3.9843
C -0.7180 0.1667 -3.0653
N -0.7011 -0.4020 -1.8241
C -1.4051 -2.1680 0.4748
C -1.7990 -2.8682 1.6272
C -1.4359 -2.1119 2.7341
C -0.7967 -0.9797 2.2504
N -0.7587 -0.9829 0.8912
H -1.5798 -6.6708 -2.8664
H -0.6067 -4.4455 -2.3937
H -4.0765 -3.4256 -0.0872
H -5.0470 -5.6419 -0.5766
H -2.2719 -2.6511 -3.6855
H -1.5038 -0.4445 -5.0273
H -0.2855 1.1394 -3.2440
H -2.2992 -3.8249 1.6407
H -1.6100 -2.3496 3.7717
H -0.3550 -0.1766 2.8199
C 2.4484 -1.8443 -2.6261
C 2.8929 -1.5069 -1.2487
N 2.2601 -0.7474 -0.3423
C 3.0752 -0.7094 0.8022
C 4.1833 -1.4321 0.5667
N 4.0484 -1.9132 -0.7226
H 1.4523 -1.4585 -2.8254
H 2.4384 -2.9251 -2.7690
H 3.1337 -1.4144 -3.3577
H 2.8069 -0.1616 1.6891
H 5.0403 -1.6464 1.1831
H 4.7266 -2.4859 -1.2039
C 3.8882 2.6136 -1.1315
Si 3.3897 3.6443 0.3550
C 3.0087 5.3806 -0.1467
C 4.6439 3.4799 1.7054
C 1.7588 2.9501 1.0904
Te 0.2953 2.5168 -0.4128
C -1.5160 3.3095 0.3663
Si -2.1594 2.9815 2.1331
C -0.7850 2.5380 3.3175
C -2.9471 4.5715 2.6406
C -3.3596 1.5788 1.9738
H 4.1846 3.2650 -1.9574
H 3.0852 1.9744 -1.5078
H 4.7412 1.9732 -0.8915
H 3.8628 5.8585 -0.6334
H 2.7338 5.9923 0.7170
H 2.1777 5.3973 -0.8581
H 5.6187 3.8739 1.4023
H 4.7796 2.4278 1.9727
H 4.3340 4.0233 2.6029
H 1.2995 3.6963 1.7424
H 1.9242 2.0524 1.6869
H -2.2632 2.9415 -0.3432
H -1.4131 4.3811 0.1857
H -0.3398 3.4329 3.7614
H 0.0179 1.9701 2.8434
H -1.1895 1.9349 4.1368
H -2.1915 5.3488 2.7814
H -3.4808 4.4509 3.5885
H -3.6688 4.9247 1.8994
H -2.9372 0.7533 1.3909
H -4.2783 1.9063 1.4790
H -3.6360 1.1885 2.9577
```



Repeat the third record exactly.
ORCA calculation (ωB97M-V/def2-TZVPD) on C16H20N3O2PdSbSe4 as an isolated structure at a distorted geometry.

Results
ΔE to the lowest compared entry with this formula, charge and spin: 0.3458 eV
2S+1: 1
total charge: -2
orbital gap: 4.189 eV
LUMO energy: 0.1266 Eh
total energy: -10910.2823 Eh

```
47
C16H20N3O2PdSbSe4 (ωB97M-V/def2-TZVPD)
Pd -0.0169 0.1613 -0.2630
C -1.8350 3.2392 3.8042
C -0.9131 2.4394 4.4731
C -0.3015 1.3850 3.8190
C -0.6165 1.1550 2.4866
C -1.5303 1.9427 1.8025
C -2.1449 2.9886 2.4781
N -0.0204 0.0680 1.7461
N 0.4819 -0.8148 2.4591
C 1.0431 -1.9602 1.8095
C 1.1951 -3.0673 2.6371
C 1.6756 -4.2313 2.0635
C 1.9943 -4.2328 0.7134
C 1.8361 -3.0600 -0.0118
N 1.3780 -1.9403 0.5306
H -2.3178 4.0553 4.3286
H -0.6748 2.6372 5.5112
H 0.4095 0.7461 4.3214
H -1.7662 1.6890 0.7761
H -2.8787 3.5922 1.9606
H 0.9054 -3.0073 3.6757
H 1.7826 -5.1297 2.6581
H 2.3452 -5.1288 0.2194
H 2.0570 -3.0220 -1.0722
C 1.1365 1.6788 -3.8535
C -0.2075 1.2338 -4.4330
C -0.8627 0.5155 -3.2594
O 0.2428 0.0642 -2.4272
C 1.4905 0.4937 -2.9744
H 1.0148 2.5603 -3.2210
H 1.8942 1.8783 -4.6136
H -0.0568 0.5515 -5.2733
H -0.8227 2.0646 -4.7775
H -1.4761 -0.3473 -3.5173
H -1.4781 1.1802 -2.6548
H 1.9077 -0.3280 -3.5731
H 2.1534 0.7383 -2.1509
Se -3.4969 -4.7398 -1.6239
Sb -4.0980 -2.3854 -1.6211
Se -4.1297 -1.2346 -3.7754
Se -5.7567 -1.7081 0.0089
Se -1.9093 -1.2470 -0.4901
C 2.4893 1.7063 0.2718
O 1.2820 1.8364 -0.3776
H 2.4137 1.8630 1.3681
H 3.2473 2.4226 -0.1001
H 2.9349 0.6981 0.1412
```



> What is the formula in the first record?

C6H9NO



What did the first record say?
ORCA calculation (ωB97M-V/def2-TZVPD) on an isolated molecule of C6H9NO at a distorted geometry.

Results
ΔE to the lowest compared entry with this formula, charge and spin: 9.2801 eV
2S+1: 1
orbital gap: 9.430 eV
LUMO energy: 0.0373 Eh
total energy: -363.6832 Eh
structure (SMILES): C1O[C@@H]2CN[C@H]3[C@@H]1[C@H]32

```
17
C6H9NO (ωB97M-V/def2-TZVPD)
C 1.8958 -0.3507 -0.1307
O 1.6679 0.6062 0.7227
C 0.2540 0.7332 0.4699
C -1.1398 1.4783 0.3282
N -1.5078 0.4922 -0.5857
C -0.9377 -0.8920 -0.4968
C 0.6133 -1.1078 -0.6508
C -0.1226 -0.7341 0.7200
H 2.3143 0.4732 -0.7565
H 2.6622 -1.1713 0.3217
H 0.2417 1.0133 -0.6348
H -0.9761 2.4790 0.1143
H -1.6640 1.5159 1.2821
H -2.4664 0.5672 -0.6537
H -1.6659 -1.6151 -0.7773
H 0.9808 -2.1479 -1.0191
H -0.1495 -1.3397 1.7464
```



> The highest total energy belongs to which entry?

C6H12O